# 1
C9H10Br2O | ωB97M-V/def2-TZVPD

Atoms and positions in Å:
1 Br -0.198921 -1.487098 3.219284
2 Br 0.246839 -2.352728 -3.239533
3 C 1.079708 -2.313288 0.820725
4 C -1.126821 -1.341768 0.538235
5 C 1.174888 -2.498128 -0.558464
6 C -1.031631 -1.526608 -0.840944
7 C -0.070361 -1.736628 1.357695
8 C 0.118439 -2.103268 -1.377924
9 H 1.903458 -2.619168 1.479115
10 H -2.026231 -0.888968 0.975995
11 H 2.074288 -2.950927 -0.996244
12 H -1.855391 -1.220718 -1.499324
13 O -1.556321 2.355801 -1.046634
14 C -0.553891 2.321760 -0.351804
15 C 0.785529 1.889181 -0.902174
16 C -0.580371 2.709750 1.108615
17 H 0.695569 1.622941 -1.968774
18 H 1.160368 1.010591 -0.350654
19 H 1.520388 2.705871 -0.804194
20 H -0.268961 1.857551 1.735825
21 H 0.107059 3.552300 1.293405
22 H -1.597631 3.013551 1.407775

Atoms 1-6, force components in eV/Å:
0.0 0.0 0.2
0.0 0.0 -0.1
0.1 0.0 0.1
-0.1 0.1 0.1
0.1 0.0 -0.1
-0.1 0.0 -0.1

Calculated values
SMILES: Brc1ccc(Br)cc1.CC(C)=O
Energy above the lowest of the compared OMol25 structures with the same formula, charge and spin: 0.0 kJ/mol
Frontier orbital gap: 9.805 eV
Electronic energy: -5572.2150 hartree
HOMO energy: -9.122 eV
Lowest unoccupied orbital energy: 0.68 eV

# 2
C39H39BF6N2O4 | ωB97M-V/def2-TZVPD

Atoms and positions in Å:
1 C -1.613315 5.837820 3.575844
2 C -1.767018 4.525701 2.862541
3 C -2.949796 4.027521 2.400174
4 C -2.690405 2.722648 1.924254
5 C -1.281433 2.427762 1.965029
6 B -1.350089 0.193966 -2.569391
7 C -2.705722 0.443178 -2.118485
8 C -3.623680 0.237939 -1.089622
9 C -4.869539 0.725894 -1.495891
10 C -4.651497 1.258500 -2.765721
11 C -5.584446 1.895685 -3.648980
12 O -3.350018 1.200431 -3.144498
13 C -0.611621 1.479178 -2.708053
14 C -0.574568 2.617496 -1.896769
15 C -0.046886 3.682921 -2.655963
16 C 0.220315 3.096749 -3.905350
17 C 0.731016 3.739020 -5.097976
18 O -0.031216 1.748491 -3.954676
19 C -0.786630 1.271893 2.640811
20 C 0.485471 1.144221 3.248703
21 C 0.419887 -0.106596 3.888870
22 C -0.935899 -0.467487 3.946714
23 C -1.521967 -1.755769 4.282569
24 O -1.713623 0.464931 3.332768
25 O -0.742646 3.673491 2.532655
26 H -2.608422 6.280429 3.739165
27 H -1.123359 5.803633 4.565038
28 H -1.063894 6.583820 2.989272
29 H -3.918255 4.551923 2.497003
30 H -3.495979 2.042613 1.655707
31 H -3.430375 -0.233915 -0.143957
32 H -5.816852 0.614105 -0.987201
33 H -6.277086 1.155296 -4.081561
34 H -6.140150 2.593668 -3.014821
35 H -5.101395 2.417489 -4.483451
36 H -0.891705 2.610110 -0.848549
37 H 0.061340 4.726264 -2.402695
38 H 0.779075 4.833690 -4.860129
39 H 1.745407 3.357560 -5.339569
40 H 0.073564 3.565652 -5.987030
41 H 1.343164 1.754778 2.983050
42 H 1.275233 -0.760184 4.142361
43 H -0.726634 -2.417578 4.634864
44 H -2.299457 -1.644642 5.052415
45 H -2.004887 -2.218937 3.408167
46 C -0.239294 -5.944068 2.478496
47 N -0.989344 -5.253251 1.450614
48 C -1.870521 -6.126263 0.657426
49 C -1.155347 -6.578162 -0.579506
50 F -1.879043 -7.439251 -1.344230
51 F -0.821746 -5.493552 -1.360228
52 F 0.031649 -7.191730 -0.251470
53 C -0.821969 -3.913224 1.208496
54 C -1.718363 -3.161741 0.400308
55 C -1.482792 -1.819685 0.107886
56 C -0.545788 -1.010264 0.829317
57 C -0.083983 0.442978 0.817824
58 C 1.155561 0.440559 -0.034627
59 C 1.997210 1.586942 -0.157101
60 C 3.304034 1.530152 -0.629053
61 C 3.871489 0.358590 -1.207516
62 N 5.195278 0.265472 -1.556434
63 C 5.716133 -0.877188 -2.273194
64 C 6.197447 1.299798 -1.252372
65 C 6.760086 1.104345 0.122360
66 F 7.642047 2.080787 0.474553
67 F 5.749920 1.078076 1.057654
68 F 7.406046 -0.113413 0.188823
69 C 2.980416 -0.732667 -1.324406
70 C 1.682737 -0.678599 -0.826993
71 C 0.429650 -1.847563 1.472076
72 C 0.267696 -3.181147 1.751093
73 H -0.239130 -5.372138 3.416833
74 H -0.710838 -6.913533 2.679555
75 H 0.809766 -6.121563 2.191831
76 H -2.094537 -7.020931 1.264647
77 H -2.774404 -5.582086 0.360811
78 H -2.613317 -3.669687 0.007453
79 H -2.032980 -1.448601 -0.753694
80 H -0.771727 -0.839341 -2.791399
81 H 1.607040 2.525901 0.222561
82 H 3.942353 2.406084 -0.514366
83 H 5.026178 -1.164578 -3.078396
84 H 6.679021 -0.609481 -2.723148
85 H 5.872509 -1.765969 -1.637394
86 H 7.018799 1.161309 -1.972539
87 H 5.728447 2.287165 -1.334871
88 H 3.416484 -1.655383 -1.734997
89 H 1.145452 -1.607770 -1.030005
90 H 1.387611 -1.419582 1.759890
91 H 0.990055 -3.717105 2.379797

Atoms 1-6, force components in eV/Å:
0.5 0.5 0.0
0.1 -0.5 -1.0
-0.2 0.1 0.3
1.5 -0.9 -0.7
-4.5 4.3 2.2
3.2 -1.4 0.2

Calculated values
Energy above the lowest of the compared OMol25 structures with the same formula, charge and spin: 249.2 kJ/mol
Frontier orbital gap: 5.574 eV
Electronic energy: -2543.7037 hartree
HOMO energy: -5.899 eV
Lowest unoccupied orbital energy: -0.33 eV

# 3
C2H3BrClNO | ωB97M-V/def2-TZVPD

Atoms and positions in Å:
1 C -0.074400 0.083270 1.494105
2 C -0.342498 0.138804 -1.076732
3 N 0.023020 -0.970587 -0.262473
4 O -1.154760 0.209221 1.826774
5 Cl 0.517408 1.608638 -0.406525
6 Br 1.720014 -1.577321 -0.479410
7 H 0.846939 0.297059 1.970094
8 H -0.074779 0.020691 -2.083589
9 H -1.460943 0.190225 -0.982245

Atoms 1-6, force components in eV/Å:
0.0 -2.4 -2.8
-0.9 -0.8 1.7
-1.3 1.4 2.8
-1.9 0.4 0.8
-0.2 0.9 -0.9
1.2 -0.2 -0.2

Calculated values
Energy above the lowest of the compared OMol25 structures with the same formula, charge and spin: 322.7 kJ/mol
Frontier orbital gap: 8.997 eV
Electronic energy: -3242.0892 hartree
HOMO energy: -8.863 eV
Lowest unoccupied orbital energy: 0.13 eV

# 4
CH8N4P | ωB97M-V/def2-TZVPD

Atoms and positions in Å:
1 C -1.735554 -0.073690 0.272690
2 N -2.872086 -0.846471 0.225537
3 N -0.541947 -0.427902 0.692214
4 N 2.764307 0.114023 -0.349910
5 N -1.728034 1.339205 -0.053866
6 P -0.503109 2.282454 -0.501310
7 H -2.628736 -1.769625 0.502747
8 H -3.703640 -0.455222 0.575275
9 H -0.502618 -1.361373 1.130582
10 H 2.824155 0.279373 0.637826
11 H 3.485273 0.648278 -0.819121
12 H 2.737410 -0.831749 -0.687453
13 H -2.689507 1.681987 -0.234137
14 H 0.598806 1.439633 -0.142390

Atoms 1-6, force components in eV/Å:
4.2 -1.3 2.7
1.7 1.4 -1.0
-2.6 0.0 -0.7
-0.4 1.3 -0.8
-2.0 -0.6 -1.2
0.1 0.4 0.3

Calculated values
Energy above the lowest of the compared OMol25 structures with the same formula, charge and spin: 250.5 kJ/mol
Frontier orbital gap: 6.373 eV
Electronic energy: -602.9741 hartree
Net charge: +1
HOMO energy: -13.003 eV
Lowest unoccupied orbital energy: -6.63 eV

# 5
C5H9O3Si | ωB97M-V/def2-TZVPD

Atoms and positions in Å:
1 C 2.262395 -2.133553 -0.930235
2 C 1.421629 -1.190167 -0.604000
3 C 1.449839 0.333006 -0.878348
4 C -0.497751 1.043036 1.830181
5 C -2.120409 0.837247 -0.814478
6 O 2.484501 0.794725 -1.357482
7 O 0.411921 0.970857 -0.621183
8 O 0.264632 -1.379059 0.242539
9 Si -0.790738 -0.036854 0.429122
10 H 2.077497 -3.108027 -0.650299
11 H 3.200303 -1.929061 -1.404651
12 H -0.352628 0.422065 2.774323
13 H 0.408190 1.798734 1.633954
14 H -1.367115 1.656327 1.957109
15 H -2.499496 0.210228 -1.656871
16 H -2.954871 0.908324 -0.098021
17 H -1.709815 1.780423 -0.994996
18 H -1.688084 -0.978250 1.143335

Atoms 1-6, force components in eV/Å:
0.8 0.9 -0.5
-3.6 2.2 2.6
3.6 -1.4 -1.7
2.9 1.7 2.0
-0.7 -3.1 2.0
0.0 0.2 0.0

Calculated values
Energy above the lowest of the compared OMol25 structures with the same formula, charge and spin: 0.0 kJ/mol
Frontier orbital gap: 8.976 eV
Electronic energy: -711.2194 hartree
Net charge: -1
HOMO energy: -4.998 eV
Lowest unoccupied orbital energy: 3.98 eV

# 6
C5H10N2 | ωB97M-V/def2-TZVPD

Atoms and positions in Å:
1 C -0.620817 0.603598 -0.318469
2 C -1.059906 -0.879151 -0.157395
3 C 0.233500 1.047289 0.896796
4 C 0.108198 0.836477 -1.640928
5 N 0.086901 -1.741226 -0.039520
6 C 1.309266 0.043012 1.083450
7 N 1.510073 -0.868663 1.856549
8 H -0.125718 -2.480159 0.629520
9 H -1.528477 1.214628 -0.293189
10 H 2.325321 -1.463963 1.755563
11 H -1.758288 -0.942950 0.689590
12 H -1.630198 -1.126698 -1.072028
13 H 0.661307 2.038018 0.744366
14 H -0.387391 1.060956 1.802582
15 H 0.978081 0.181373 -1.719551
16 H -0.549881 0.606572 -2.482408
17 H 0.448029 1.870885 -1.734929

Atoms 1-6, force components in eV/Å:
0.0 0.1 0.1
0.0 0.7 0.3
-0.4 -0.7 0.1
0.0 -0.2 0.0
-0.5 -0.4 -1.1
0.7 1.1 -1.0

Calculated values
Energy above the lowest of the compared OMol25 structures with the same formula, charge and spin: 396.7 kJ/mol
Frontier orbital gap (alpha / beta): 9.566 / 7.257 eV
Electronic energy: -305.8728 hartree
HOMO energy (alpha / beta): -9.031 / -7.078 eV
Lowest unoccupied orbital energy (alpha / beta): 0.53 / 0.18 eV